Formula: C2H3Cl2F2N
Source: the Open Molecules 2025 dataset
Level of theory: wB97M-V/def2-TZVPD

```
10
Properties=species:S:1:pos:R:3:lowdin_charge:R:1
C -0.0807 -0.1927 0.2239 0.039
C 1.0459 -1.3117 0.3737 -0.717
N 2.2381 -0.7617 0.9318 -0.416
F 0.5233 -2.2986 1.1526 0.026
F 1.3016 -1.9542 -0.7972 0.078
Cl 3.1876 -1.7481 1.7798 0.770
Cl 3.1149 1.7688 -0.2989 0.030
H -0.8349 -0.4340 1.0144 0.103
H 0.4308 0.7324 0.4468 0.036
H -0.5050 -0.1595 -0.7151 0.051
```

## Properties
Frontier orbital gap (alpha / beta) = 11.6 / 7.4 eV
Molar mass = 149.96 g mol⁻¹
HOMO level (alpha / beta) = -10.82 / -10.96 eV
E = -1252.73469 Ha
Net charge = 0
2S+1 = 3